C90H219N13O6S3 | wB97M-V/def2-TZVPD

## Properties
- HOMO-LUMO gap: 0.300 Eh
- M: 1676.03 g mol⁻¹
- LUMO energy: 0.322 eV
- HOMO energy: -7.8 eV
- E: -161036.5587 eV
- ΔE to the lowest compared entry with this formula, charge and spin: 0.0 kcal/mol

Last column: Löwdin charge in e.
Cartesian coordinates (Å):
C1 1.54 6.16 -1.24  -0.066
C2 0.26 5.27 -1.01  -0.207
N1 -0.49 5.06 -2.27  -0.175
C3 -1.91 5.02 -1.97  -0.260
C4 -2.50 6.38 -1.57  -0.077
C5 -0.04 3.89 -3.03  -0.259
C6 -0.38 3.99 -4.50  -0.069
H1 1.33 7.21 -1.51  0.070
H2 2.28 5.73 -1.91  0.060
H3 2.08 6.19 -0.27  0.031
H4 0.63 4.30 -0.61  0.111
H5 -0.40 5.70 -0.27  0.073
H6 -2.51 4.63 -2.80  0.080
H7 -2.00 4.29 -1.19  0.088
H8 -3.55 6.29 -1.31  0.044
H9 -2.04 6.80 -0.64  0.056
H10 -2.43 7.23 -2.33  0.100
H11 -0.51 2.97 -2.56  0.106
H12 1.05 3.70 -2.94  0.104
H13 -0.11 3.06 -4.99  0.052
H14 0.15 4.79 -5.02  0.082
H15 -1.44 4.16 -4.62  0.052
C7 0.87 1.29 7.56  -0.074
C8 1.01 1.81 6.10  -0.220
N2 -0.14 2.74 5.80  -0.149
C9 0.43 3.96 5.25  -0.287
C10 1.07 4.86 6.33  -0.064
C11 -1.19 2.21 4.98  -0.259
C12 -0.80 1.74 3.58  -0.066
H16 -0.13 0.98 7.75  0.050
H17 1.10 2.18 8.14  0.069
H18 1.56 0.47 7.75  0.056
H19 2.02 2.31 5.92  0.126
H20 1.08 0.94 5.39  0.086
H21 1.13 3.88 4.46  0.086
H22 -0.38 4.55 4.79  0.091
H23 1.93 4.36 6.76  0.059
H24 1.44 5.74 5.82  0.047
H25 0.36 5.02 7.18  0.091
H26 -1.89 3.03 4.90  0.102
H27 -1.70 1.40 5.46  0.073
H28 -0.48 2.59 3.02  0.070
H29 -1.59 1.28 3.01  0.033
H30 0.00 0.95 3.62  0.080
C13 -0.24 -8.11 -3.73  -0.085
C14 0.93 -7.16 -3.71  -0.268
N3 1.02 -6.10 -4.76  -0.168
C15 1.22 -6.65 -6.11  -0.255
C16 1.42 -5.56 -7.12  -0.092
C17 -0.23 -5.27 -4.70  -0.241
C18 -0.53 -4.72 -3.30  -0.070
H31 -1.18 -7.63 -3.54  0.052
H32 -0.06 -8.91 -3.00  0.084
H33 -0.34 -8.68 -4.64  0.068
H34 1.07 -6.69 -2.73  0.088
H35 1.82 -7.75 -3.91  0.105
H36 2.13 -7.27 -6.08  0.118
H37 0.39 -7.34 -6.41  0.120
H38 2.35 -5.01 -6.97  0.075
H39 1.49 -5.92 -8.15  0.074
H40 0.62 -4.85 -7.28  0.055
H41 -1.04 -5.92 -5.16  0.131
H42 -0.05 -4.48 -5.40  0.042
H43 -1.32 -3.97 -3.47  0.055
H44 0.29 -4.22 -2.81  0.056
H45 -0.93 -5.49 -2.64  0.060
C19 -0.84 7.47 3.98  -0.067
C20 -0.16 7.97 2.69  -0.263
N4 1.29 7.91 2.71  -0.149
C21 1.88 6.51 2.83  -0.231
C22 3.20 6.47 3.55  -0.086
C23 1.82 8.51 1.44  -0.282
C24 1.93 9.98 1.56  -0.105
H46 -0.40 7.88 4.90  0.087
H47 -0.66 6.37 4.04  0.043
H48 -1.91 7.56 3.89  0.047
H49 -0.57 7.38 1.88  0.093
H50 -0.43 8.98 2.40  0.106
H51 1.85 6.07 1.84  0.085
H52 1.19 5.96 3.45  0.063
H53 3.51 5.45 3.79  0.066
H54 3.17 7.11 4.41  0.072
H55 4.06 6.73 2.93  0.068
H56 2.82 8.06 1.20  0.125
H57 1.17 8.20 0.59  0.100
H58 0.99 10.39 1.80  0.045
H59 2.56 10.23 2.41  0.084
H60 2.20 10.47 0.60  0.090
C25 -2.81 -1.12 6.57  -0.069
C26 -1.61 -1.21 5.67  -0.299
N5 -1.01 -2.53 5.58  -0.154
C27 0.25 -2.37 4.94  -0.305
C28 1.07 -3.60 4.65  -0.081
C29 -0.92 -3.28 6.89  -0.225
C30 -0.08 -2.58 7.92  -0.088
H61 -3.24 -0.15 6.46  0.059
H62 -2.59 -1.31 7.65  0.082
H63 -3.51 -1.92 6.35  0.073
H64 -1.72 -0.78 4.67  0.096
H65 -0.81 -0.49 5.93  0.087
H66 0.13 -1.86 3.98  0.106
H67 0.85 -1.56 5.35  0.085
H68 0.48 -4.46 4.29  0.071
H69 1.87 -3.40 3.88  0.069
H70 1.69 -3.94 5.50  0.068
H71 -0.58 -4.27 6.59  0.105
H72 -1.95 -3.44 7.28  0.110
H73 -0.40 -1.54 8.09  0.058
H74 0.98 -2.58 7.59  0.069
H75 -0.08 -3.07 8.94  0.092
C31 -4.70 1.68 3.97  -0.070
C32 -4.96 0.35 3.36  -0.252
N6 -4.00 0.04 2.26  -0.150
C33 -4.08 0.99 1.11  -0.223
C34 -2.86 1.79 0.84  -0.071
C35 -4.01 -1.33 1.81  -0.296
C36 -3.53 -2.30 2.84  -0.086
H76 -3.74 1.71 4.48  0.051
H77 -5.54 1.90 4.61  0.082
H78 -4.67 2.45 3.16  0.068
H79 -5.01 -0.51 4.06  0.106
H80 -6.01 0.29 3.00  0.118
H81 -4.35 0.34 0.25  0.097
H82 -4.97 1.61 1.30  0.111
H83 -1.93 1.22 0.78  0.057
H84 -2.90 2.40 -0.07  0.073
H85 -2.72 2.48 1.60  0.014
H86 -3.32 -1.47 1.01  0.062
H87 -5.03 -1.73 1.40  0.148
H88 -2.46 -2.14 3.07  0.075
H89 -3.64 -3.33 2.50  0.059
H90 -4.15 -2.32 3.75  0.064
C37 -5.41 8.14 2.76  -0.088
C38 -4.73 7.63 1.50  -0.232
N7 -5.13 6.28 1.07  -0.188
C39 -4.64 5.20 1.90  -0.265
C40 -3.12 5.19 2.10  -0.064
C41 -6.55 6.08 0.85  -0.281
C42 -7.19 6.81 -0.32  -0.082
H91 -5.14 7.57 3.61  0.058
H92 -6.49 8.11 2.64  0.059
H93 -5.16 9.18 2.97  0.078
H94 -4.96 8.35 0.68  0.117
H95 -3.61 7.67 1.64  0.109
H96 -5.18 5.11 2.90  0.137
H97 -4.86 4.26 1.37  0.096
H98 -2.52 5.13 1.20  0.063
H99 -2.88 6.00 2.79  0.044
H100 -2.83 4.28 2.60  0.043
H101 -7.15 6.41 1.74  0.113
H102 -6.69 5.02 0.73  0.102
H103 -7.41 7.85 -0.07  0.063
H104 -8.09 6.39 -0.73  0.064
H105 -6.42 6.85 -1.12  0.073
C43 2.19 -2.99 -4.18  -0.064
C44 3.29 -2.06 -4.76  -0.223
N8 2.82 -0.66 -4.97  -0.169
C45 3.34 -0.16 -6.27  -0.257
C46 2.62 -0.61 -7.53  -0.069
C47 3.31 0.15 -3.83  -0.235
C48 2.63 1.55 -3.67  -0.058
H106 1.34 -3.09 -4.91  0.071
H107 1.80 -2.59 -3.22  0.058
H108 2.57 -4.01 -3.94  0.058
H109 4.20 -2.05 -4.16  0.100
H110 3.63 -2.39 -5.77  0.109
H111 4.41 -0.29 -6.35  0.110
H112 3.30 0.93 -6.26  0.105
H113 2.98 -0.11 -8.45  0.085
H114 1.58 -0.33 -7.47  0.038
H115 2.66 -1.66 -7.81  0.066
H116 3.15 -0.47 -2.98  0.074
H117 4.37 0.43 -3.91  0.102
H118 3.02 2.24 -4.43  0.077
H119 1.55 1.54 -3.69  0.037
H120 2.95 1.91 -2.70  0.055
C49 -4.90 -1.41 -2.53  -0.071
C50 -5.10 -2.85 -2.98  -0.245
N9 -4.02 -3.66 -2.46  -0.200
C51 -4.12 -3.73 -1.02  -0.223
C52 -3.00 -4.65 -0.36  -0.061
C53 -4.11 -4.99 -2.97  -0.276
C54 -4.09 -4.99 -4.50  -0.076
H121 -5.42 -0.74 -3.19  0.053
H122 -3.83 -1.16 -2.60  0.059
H123 -5.18 -1.20 -1.47  0.078
H124 -6.10 -3.15 -2.55  0.135
H125 -5.18 -2.93 -4.04  0.093
H126 -4.04 -2.71 -0.62  0.076
H127 -5.08 -4.24 -0.77  0.127
H128 -3.05 -4.57 0.73  0.051
H129 -3.09 -5.71 -0.61  0.063
H130 -1.99 -4.37 -0.63  0.040
H131 -5.07 -5.44 -2.63  0.130
H132 -3.29 -5.62 -2.64  0.085
H133 -4.96 -4.57 -5.00  0.073
H134 -3.98 -6.02 -4.82  0.074
H135 -3.19 -4.47 -4.83  0.043
C55 6.22 1.02 -1.62  -0.063
C56 5.32 1.60 -0.47  -0.246
N10 5.85 2.76 0.21  -0.176
C57 5.02 3.06 1.42  -0.233
C58 3.62 3.61 1.16  -0.062
C59 7.28 2.69 0.58  -0.215
C60 7.58 1.47 1.53  -0.070
H136 6.67 1.78 -2.24  0.072
H137 5.66 0.33 -2.22  0.035
H138 7.09 0.53 -1.20  0.052
H139 4.32 1.87 -0.84  0.086
H140 5.21 0.75 0.20  0.097
H141 4.94 2.12 2.00  0.089
H142 5.58 3.70 2.05  0.090
H143 3.17 3.02 0.39  0.038
H144 2.97 3.67 2.07  0.087
H145 3.68 4.56 0.66  0.060
H146 7.50 3.64 1.08  0.112
H147 7.84 2.59 -0.36  0.099
H148 7.07 1.70 2.46  0.061
H149 8.61 1.33 1.77  0.055
H150 7.17 0.58 1.06  0.042
C61 3.36 -8.61 -0.02  -0.081
C62 2.08 -8.28 0.80  -0.260
N11 2.30 -7.39 1.94  -0.168
C63 2.94 -8.19 3.00  -0.267
C64 3.74 -7.29 3.94  -0.076
C65 0.96 -6.98 2.44  -0.257
C66 0.11 -6.04 1.60  -0.090
H151 3.08 -9.02 -1.03  0.082
H152 3.93 -9.42 0.44  0.053
H153 4.00 -7.72 -0.09  0.062
H154 1.45 -7.71 0.11  0.099
H155 1.60 -9.19 1.18  0.117
H156 2.19 -8.84 3.51  0.122
H157 3.63 -8.93 2.60  0.102
H158 4.59 -6.94 3.36  0.072
H159 3.22 -6.41 4.19  0.029
H160 4.07 -7.75 4.88  0.076
H161 1.17 -6.55 3.41  0.087
H162 0.27 -7.84 2.61  0.120
H163 -0.68 -5.61 2.24  0.078
H164 -0.35 -6.52 0.74  0.056
H165 0.74 -5.23 1.21  0.065
C67 6.46 -2.65 -0.29  -0.092
C68 6.35 -4.15 -0.06  -0.252
N12 5.11 -4.75 -0.44  -0.204
C69 4.91 -4.89 -1.87  -0.227
C70 3.91 -5.94 -2.30  -0.094
C71 3.99 -4.59 0.37  -0.248
C72 3.20 -3.31 0.06  -0.069
H166 6.14 -2.30 -1.33  0.092
H167 7.49 -2.28 -0.27  0.079
H168 5.84 -2.17 0.43  0.009
H169 7.17 -4.54 -0.65  0.103
H170 6.62 -4.26 0.99  0.109
H171 5.89 -5.13 -2.33  0.131
H172 4.52 -3.95 -2.25  0.085
H173 4.38 -6.95 -2.22  0.083
H174 3.84 -5.85 -3.37  0.063
H175 2.92 -6.00 -1.89  0.046
H176 3.26 -5.36 0.22  0.071
H177 4.40 -4.60 1.44  0.137
H178 2.42 -3.24 0.84  0.068
H179 3.77 -2.36 0.04  0.064
H180 2.80 -3.36 -0.94  0.054
C73 -5.03 4.62 -4.15  -0.076
C74 -5.46 3.49 -3.27  -0.271
N13 -5.48 2.15 -3.80  -0.177
C75 -4.06 1.68 -4.17  -0.178
C76 -3.08 1.62 -2.95  -0.059
C77 -6.34 1.86 -4.93  -0.259
C78 -7.84 2.17 -4.62  -0.077
H181 -4.03 4.47 -4.52  0.038
H182 -5.05 5.56 -3.54  0.089
H183 -5.62 4.74 -5.05  0.074
H184 -5.01 3.45 -2.26  0.116
H185 -6.50 3.70 -3.11  0.085
H186 -4.20 0.65 -4.53  0.078
H187 -3.68 2.28 -5.04  0.113
H188 -2.40 0.80 -2.93  0.018
H189 -2.43 2.52 -2.91  0.045
H190 -3.66 1.48 -2.09  0.042
H191 -6.29 0.81 -5.16  0.102
H192 -6.04 2.39 -5.80  0.101
H193 -8.11 1.75 -3.65  0.076
H194 -8.50 1.80 -5.43  0.076
H195 -8.08 3.22 -4.55  0.049
C79 -0.22 -2.11 -0.06  -0.198
C80 -1.08 -1.36 -1.06  -0.196
C81 -0.25 -0.18 -1.58  -0.219
S1 0.99 0.17 -0.35  0.646
O1 0.73 1.54 0.03  -0.326
O2 2.35 -0.16 -0.75  -0.307
C82 0.34 -0.97 0.82  -0.227
H196 0.67 -2.59 -0.52  0.099
H197 -0.74 -2.84 0.53  0.095
H198 -2.04 -1.00 -0.62  0.100
H199 -1.37 -2.06 -1.90  0.100
H200 -0.74 0.78 -1.65  0.071
H201 0.39 -0.40 -2.43  0.090
H202 -0.49 -0.43 1.36  0.114
H203 1.14 -1.21 1.51  0.060
C83 5.92 -2.34 4.25  -0.191
C84 4.72 -2.75 5.19  -0.191
C85 3.97 -1.43 5.36  -0.218
S2 3.93 -0.69 3.74  0.644
O3 4.16 0.72 3.92  -0.323
O4 2.75 -1.02 3.01  -0.313
C86 5.39 -1.51 3.08  -0.200
H204 6.45 -3.21 3.86  0.108
H205 6.64 -1.78 4.84  0.116
H206 5.01 -3.21 6.12  0.107
H207 4.11 -3.61 4.73  0.117
H208 4.59 -0.73 5.90  0.106
H209 3.02 -1.59 5.78  0.068
H210 6.01 -0.74 2.65  0.077
H211 4.94 -2.14 2.25  0.096
C87 -0.54 0.02 -5.28  -0.209
C88 -1.49 -1.10 -4.80  -0.229
C89 -1.71 -2.10 -5.92  -0.218
S3 -1.98 -0.95 -7.27  0.664
O5 -3.41 -0.61 -7.25  -0.341
O6 -1.46 -1.41 -8.50  -0.308
C90 -1.12 0.49 -6.59  -0.207
H212 0.48 -0.37 -5.31  0.090
H213 -0.66 0.83 -4.52  0.097
H214 -2.50 -0.83 -4.51  0.091
H215 -0.96 -1.61 -3.95  0.096
H216 -2.63 -2.75 -5.86  0.111
H217 -0.88 -2.73 -6.24  0.079
H218 -1.80 1.33 -6.46  0.094
H219 -0.29 0.75 -7.25  0.091